Record 1
DFT (wB97M-V/def2-TZVPD) results for one molecule with the formula C5H13N3O2 in a non-equilibrium geometry.

```
23
C5H13N3O2 | the OMol25 dataset | wB97M-V/def2-TZVPD
C -1.1596 -2.1956 0.0931
O -0.9395 -0.9723 0.7527
C -1.1279 0.3220 -0.0911
N -1.5841 1.3924 0.6868
C 0.2747 0.5656 -0.6828
N 0.2765 0.1759 -2.0864
N 0.6659 1.9495 -0.5075
C 1.2261 -0.3636 0.1723
C 1.6133 0.1631 1.5229
O 1.8089 -1.2677 -0.3931
H -0.2735 -2.5171 -0.4630
H -1.3964 -2.9319 0.8609
H -2.0030 -2.1330 -0.6079
H -1.8490 0.0617 -0.8757
H -0.8718 1.7266 1.3271
H -2.4263 1.1564 1.1965
H -0.1029 -0.7575 -2.2029
H 1.2460 0.1110 -2.3939
H -0.0288 2.5438 -0.9457
H 1.5670 2.1027 -0.9478
H 0.7511 0.1229 2.1867
H 1.9339 1.1993 1.4483
H 2.3995 -0.4542 1.9506
```

Values from the calculation:
HOMO energy = -9.251 eV
multiplicity = 1
SMILES = CO[C@@H](N)C(N)(N)C(C)=O
net charge = 0
energy relative to the best compared isomer or geometry (same formula, charge and spin) = 33.2 kcal/mol
max |F| = 1.883 eV/A
LUMO level = 0.945 eV
orbital gap = 10.1963 eV

=====

Record 2
DFT (wB97M-V/def2-TZVPD) results for C16H41O12V2 as an isolated structure in a non-equilibrium geometry.

```
71
C16H41O12V2 | the OMol25 dataset | wB97M-V/def2-TZVPD
O -49.9108 13.1313 -6.7687
V -49.5143 11.9162 -5.8276
O -48.4961 12.3932 -4.7523
O -54.8819 9.6008 -5.7769
V -53.6153 10.0102 -6.6056
O -54.1320 10.6180 -7.9711
O -53.2034 13.4244 -4.0629
C -52.4870 12.4640 -4.7197
O -53.2294 11.7178 -5.4766
O -51.2439 12.2809 -4.4666
H -54.0573 13.3054 -4.5640
C -54.8292 9.7159 -2.5170
C -55.4804 11.0070 -2.0572
C -56.2228 11.7465 -3.1471
O -56.3198 10.8632 -0.9400
H -55.6358 9.1139 -2.9636
H -54.4836 9.1266 -1.6638
H -53.9767 9.8275 -3.1795
H -54.6503 11.6607 -1.7514
H -56.9975 11.1371 -3.6257
H -55.5615 12.0591 -3.9671
H -56.6823 12.6393 -2.7306
H -56.9200 10.1257 -1.1171
C -56.7018 14.1083 -5.8396
C -56.8359 14.4583 -7.3003
C -58.2733 14.4558 -7.7534
O -56.2786 15.7756 -7.5461
H -55.6497 14.0190 -5.5331
H -57.1308 13.1233 -5.6498
H -57.0862 14.9288 -5.2343
H -56.3151 13.7515 -7.9501
H -58.7380 13.4688 -7.6344
H -58.3087 14.6184 -8.8314
H -58.9121 15.1732 -7.2339
H -56.9430 16.4014 -7.2299
C -49.5938 16.6990 -1.4334
C -48.8666 16.8008 -2.7650
C -48.8607 15.4853 -3.5292
O -49.4934 17.7590 -3.6350
H -50.6609 16.5519 -1.5839
H -49.4215 17.6056 -0.8493
H -49.2420 15.8618 -0.8224
H -47.8479 17.1749 -2.6701
H -48.3118 14.7035 -2.9858
H -48.3899 15.6786 -4.4932
H -49.8540 15.0596 -3.7007
H -50.4118 17.4515 -3.7301
C -54.0774 18.2140 -3.2219
C -54.0890 16.7111 -3.0704
C -55.4182 16.0207 -3.3368
O -53.0020 16.1787 -3.8548
H -55.0192 18.6573 -2.8888
H -53.9542 18.5128 -4.2673
H -53.2720 18.6893 -2.6675
H -53.8765 16.4808 -2.0094
H -55.3757 14.9741 -3.0178
H -55.6181 15.9989 -4.4167
H -56.2340 16.5379 -2.8397
H -52.9878 15.2124 -3.7271
C -48.9393 10.8677 -1.2555
C -50.4320 10.5911 -1.2268
C -51.2324 11.7860 -0.7118
O -50.8812 10.2475 -2.5484
H -48.4244 10.0465 -1.7623
H -48.4669 10.9810 -0.2794
H -48.7300 11.7883 -1.8152
H -50.6626 9.7857 -0.5284
H -51.1091 11.9294 0.3567
H -52.2786 11.5900 -0.9688
H -50.9704 12.7090 -1.2454
H -50.8802 11.0851 -3.0323
```

Values from the calculation:
HOMO energy = -11.671 eV
multiplicity = 1
net charge = +1
energy relative to the best compared isomer or geometry (same formula, charge and spin) = 0.0 kcal/mol
max |F| = 3.599 eV/A
LUMO level = -6.889 eV
orbital gap = 4.7820 eV

=====

Record 3
DFT (wB97M-V/def2-TZVPD) results for a 2-piece molecular cluster, C4H8NO3 overall in a non-equilibrium geometry.

```
16
C4H8NO3 | the OMol25 dataset | wB97M-V/def2-TZVPD
N -1.3007 1.0154 2.7915
C -0.9594 0.5856 1.4615
O -1.9574 0.4023 0.6963
O 0.2765 0.4207 1.2583
H -2.2983 0.8478 3.0234
H -0.6545 0.7423 3.5563
C 2.5167 0.1844 -0.7087
C 1.6118 -0.6478 -1.6344
C 0.3011 -0.6569 -1.5809
O -0.4794 -1.3760 -2.4833
H 3.0279 0.9856 -1.3020
H 1.8627 0.6117 0.1093
H 3.2583 -0.3898 -0.1857
H 2.0779 -1.1214 -2.4931
H -0.2946 -0.0760 -0.8850
H -1.4134 -1.0769 -2.3589
```

Values from the calculation:
HOMO energy = -4.555 eV
multiplicity = 1
net charge = -1
energy relative to the best compared isomer or geometry (same formula, charge and spin) = 39.4 kcal/mol
max |F| = 1.854 eV/A
LUMO level = 3.952 eV
orbital gap = 8.5070 eV

=====

Record 4
DFT (wB97M-V/def2-TZVPD) results for one molecule with the formula C2H4N2O2 in a non-equilibrium geometry.

```
10
C2H4N2O2 | the OMol25 dataset | wB97M-V/def2-TZVPD
C 0.5565 -0.6748 0.3397
C 1.1792 0.6859 0.2085
O 2.2962 0.9625 0.5399
N 0.2859 1.5405 -0.4277
N -0.7909 2.3861 -0.0524
O 0.4517 2.9751 -0.2965
H 0.5680 -1.0722 -0.7312
H -0.4410 -0.5323 0.5741
H 1.1597 -1.3964 1.0051
H -1.5108 2.4925 -0.8662
```

Values from the calculation:
HOMO energy = -10.164 eV
multiplicity = 1
SMILES = CC(=O)n1[nH]o1
net charge = 0
energy relative to the best compared isomer or geometry (same formula, charge and spin) = 154.1 kcal/mol
max |F| = 3.651 eV/A
LUMO level = 0.794 eV
orbital gap = 10.9577 eV